DFT (wB97M-V/def2-TZVPD) results for a molecular structure, C53H45Br2CaN4O7 in a non-equilibrium geometry.

Properties
Calculated total energy: -8618.06153 hartree
Frontier orbital gap: 5.238 eV
Charge: -1

Positions of all 112 atoms, in Å:
Ca (0.64430, -0.79906, 0.13310)
C (-3.86169, -7.89890, 5.03782)
O (-4.49586, -6.89012, 4.25125)
C (-3.72255, -5.83588, 3.87006)
C (-4.37793, -4.86827, 3.12069)
C (-3.69738, -3.72477, 2.74299)
C (-2.31523, -3.64129, 2.92296)
C (-1.68553, -4.62304, 3.67059)
C (-2.39886, -5.72746, 4.15905)
C (-1.47090, -2.57355, 2.25861)
C (-0.85160, -2.85119, 0.91844)
C (0.34169, -3.47877, 0.59337)
C (0.42826, -3.43619, -0.82710)
C (-0.73206, -2.77925, -1.25998)
N (-1.51328, -2.50531, -0.16042)
C (-1.13284, -2.31420, -2.61388)
C (-0.72428, -1.10327, -3.08170)
C (-0.83671, -0.48089, -4.38521)
C (-0.44680, 0.78354, -4.24370)
C (-0.05835, 1.00802, -2.85726)
C (0.33450, 2.28130, -2.32755)
C (0.68174, 3.30323, -3.31514)
C (-0.12233, 4.41223, -3.47485)
C (0.03634, 5.27423, -4.58007)
C (1.10668, 5.04334, -5.44868)
O (1.30753, 5.81028, -6.53413)
C (0.46103, 6.91426, -6.79034)
C (2.02240, 4.01592, -5.23800)
C (1.79454, 3.16325, -4.17391)
C (0.46095, 2.55812, -0.97836)
N (0.11400, 1.72544, 0.09203)
C (0.39823, 2.32429, 1.21336)
C (0.10393, 1.95675, 2.52869)
C (0.53942, 2.88885, 3.58731)
C (-0.37005, 3.66750, 4.31160)
C (0.12216, 4.52326, 5.31065)
C (1.42496, 4.41727, 5.77253)
O (1.91664, 5.16546, 6.83450)
C (1.07188, 5.82352, 7.71893)
C (2.38244, 3.58003, 5.03720)
C (1.88500, 2.88044, 3.94668)
C (-0.54697, 0.74116, 2.93538)
C (-1.39187, 0.49019, 4.06004)
C (-1.88370, -0.76326, 3.95146)
C (-1.27321, -1.34897, 2.78406)
N (-0.37256, -0.40051, 2.20129)
C (0.88680, 3.68923, 0.93105)
C (0.90501, 3.81338, -0.41222)
N (-0.25746, -0.13691, -2.18814)
C (-1.74423, -3.27929, -3.56406)
C (-2.72379, -2.86434, -4.49886)
C (-3.38429, -3.74021, -5.35598)
C (-3.07509, -5.05550, -5.29643)
O (-3.63744, -5.99532, -6.15480)
C (-4.40856, -5.52257, -7.20625)
C (-2.14355, -5.53128, -4.32588)
C (-1.54840, -4.67821, -3.41050)
H (-3.39319, -7.40241, 5.89602)
H (-3.09613, -8.41074, 4.44385)
H (-4.59890, -8.65616, 5.41858)
H (-5.41679, -5.03149, 2.87312)
H (-4.31692, -2.98191, 2.25686)
H (-0.58578, -4.52669, 3.80930)
H (-1.83015, -6.36144, 4.77311)
H (1.09412, -3.94125, 1.25107)
H (1.23156, -3.74407, -1.46477)
H (-0.92841, -0.93264, -5.40647)
H (-0.37555, 1.39298, -5.16431)
H (-0.85771, 4.73016, -2.72933)
H (-0.73154, 6.06692, -4.65360)
H (-0.57929, 6.48077, -6.71950)
H (0.77158, 7.35798, -7.74262)
H (0.73963, 7.65125, -6.01265)
H (2.95698, 4.02932, -5.72452)
H (2.46573, 2.31548, -4.02950)
H (-1.35866, 3.76903, 3.95116)
H (-0.61257, 5.24285, 5.75504)
H (1.81100, 6.28376, 8.44940)
H (0.40282, 5.10177, 8.22363)
H (0.49018, 6.62175, 7.10357)
H (3.32356, 3.54249, 5.50308)
H (2.54070, 2.16579, 3.40760)
H (-1.73643, 1.16618, 4.89761)
H (-2.60565, -1.24118, 4.58028)
H (1.17534, 4.40082, 1.67285)
H (1.21684, 4.68933, -1.03154)
H (-2.95683, -1.79101, -4.54158)
H (-4.10152, -3.27483, -6.08175)
H (-5.35996, -5.04902, -6.80369)
H (-4.00129, -4.75499, -7.82693)
H (-4.77890, -6.35094, -7.81474)
H (-1.85555, -6.51886, -4.30530)
H (-0.90540, -5.02374, -2.59242)
C (5.95230, 1.05257, -0.18683)
C (4.48414, 1.24500, -0.59693)
C (4.08507, 2.71642, -0.93448)
O (4.21187, 0.45297, -1.74780)
C (3.54815, 0.73112, 0.51652)
O (3.38139, 1.45361, 1.49753)
O (3.02496, -0.43194, 0.27889)
H (6.74196, 1.63125, -0.71246)
H (6.29489, 0.01767, -0.10930)
H (5.93874, 1.40263, 0.89336)
H (4.90459, 3.13477, -1.54315)
H (3.95715, 3.30440, -0.08247)
H (3.18203, 2.65292, -1.56964)
H (3.64657, -0.25497, -1.41554)
Br (4.68296, -1.18511, 3.47174)
C (2.96225, -0.54586, 3.89960)
Br (2.00498, -1.80497, 4.93951)
H (2.46765, -0.28789, 3.04083)
H (3.12633, 0.29344, 4.54738)